Record 1
Entry from OMol25: a molecular structure, C22H22ClN4O7Tm (ωB97M-V with the def2-TZVPD basis set).

Atoms and positions in Å:
Tm 0.6205 -0.0201 0.3277
O -0.4630 -0.8390 4.5617
C -0.7319 -0.2697 3.5018
O 0.1137 -0.0243 2.5713
C -2.1430 0.2746 3.2973
C -2.1045 1.8017 3.0966
C -3.4999 2.3973 3.3533
C -4.2403 1.9824 2.0542
C -3.1320 1.2061 1.3230
O -1.9654 1.9523 1.6866
C -2.9377 -0.1531 2.0153
C -2.3009 -1.2364 1.1377
O -2.6690 -2.3970 1.3066
O -1.4572 -0.8282 0.2655
H -2.7024 0.0179 4.1970
H -1.2768 2.3015 3.5966
H -3.4378 3.4831 3.4414
H -3.9594 2.0040 4.2616
H -4.5430 2.8557 1.4751
H -5.1227 1.3674 2.2392
H -3.1963 1.1660 0.2396
H -3.8987 -0.5692 2.3227
N 2.3516 -1.4189 1.9914
N 3.6831 -1.0408 1.7667
C 3.8998 0.0667 0.9206
O 5.0285 0.5681 0.9330
O 2.9090 0.4036 0.1920
H 1.9392 -1.0305 2.8336
H 2.2692 -2.4249 1.9709
H 4.3002 -1.0291 2.5650
C 2.2318 2.7798 -4.8807
C 2.8511 2.6130 -3.6498
C 2.4378 1.6080 -2.7830
C 1.4124 0.7671 -3.1787
C 0.7867 0.9157 -4.4052
C 1.1941 1.9318 -5.2550
N 1.0489 -0.2879 -2.2589
N 0.9845 -1.3834 -2.8350
C 0.7606 -2.5158 -1.9758
C 0.5860 -3.7095 -2.6743
C 0.3824 -4.8761 -1.9589
C 0.3750 -4.8008 -0.5655
C 0.5815 -3.5903 0.0817
C 0.7862 -2.3750 -0.5926
H 2.5551 3.5698 -5.5489
H 3.6573 3.2716 -3.3505
H 2.9031 1.4520 -1.8151
H -0.0200 0.2448 -4.6681
H 0.6969 2.0664 -6.2088
H 0.6253 -3.7061 -3.7586
H 0.2274 -5.8213 -2.4665
H 0.1864 -5.6985 0.0165
H 0.5374 -3.5974 1.1697
Cl -0.9779 2.1862 -1.3705
C 0.4954 2.3898 -0.2062
H 0.1261 3.1099 0.5269
H 1.2355 2.8887 -0.8333

Properties
Spin multiplicity: 3
Frontier orbital gap (spin up / spin down) (Eh): 0.2531 / 0.2536
Max |F| (eV/A): 1.1
Charge: -2
HOMO (spin up / spin down) (eV): -2.054 / -2.067
<S²>: 2.002
Molecular weight (g mol⁻¹): 658.826
E_tot (hartree): -3142.8175

***

Record 2
Entry from OMol25: a single C22H22FN3O4S molecule (ωB97M-V with the def2-TZVPD basis set).

Atoms and positions in Å:
C -5.8228 -2.5824 -0.2979
C -4.4232 -2.2591 -0.7965
O -3.6051 -2.0243 0.3372
C -2.3205 -1.6403 0.1419
C -1.6691 -1.6117 -1.0868
C -0.3470 -1.2134 -1.1680
C 0.3462 -0.8110 -0.0338
N 1.6951 -0.3870 -0.1447
C 2.0066 0.5510 -1.2070
C 0.9109 1.6133 -1.3836
O 0.4140 1.8560 -2.4626
N 0.5886 2.2331 -0.2378
C -0.5399 3.1414 -0.1613
C -1.8036 2.3975 0.1844
C -2.2451 2.2772 1.4955
C -3.4137 1.5795 1.7506
C -4.0941 1.0242 0.6787
N -3.6702 1.1087 -0.5711
C -2.5532 1.7718 -0.8080
S 2.6072 -0.1599 1.2400
O 2.4230 -1.2630 2.1262
O 2.3914 1.1700 1.7610
C 4.2696 -0.2569 0.5753
C 4.6456 -1.4311 -0.0519
C 5.9363 -1.5630 -0.5314
C 6.8178 -0.5065 -0.3585
F 8.0718 -0.6288 -0.8222
C 6.4528 0.6691 0.2769
C 5.1574 0.7883 0.7510
C -0.3114 -0.8128 1.1919
C -1.6173 -1.2435 1.2800
H -6.2214 -1.7443 0.2663
H -5.7949 -3.4540 0.3506
H -6.4767 -2.7850 -1.1412
H -4.4370 -1.3615 -1.4282
H -4.0290 -3.1047 -1.3769
H -2.1788 -1.8943 -1.9931
H 0.1369 -1.2031 -2.1312
H 2.9468 1.0453 -0.9517
H 2.1387 0.0243 -2.1571
H 1.0509 1.9636 0.6242
H -0.3219 3.9031 0.5903
H -0.6437 3.6081 -1.1449
H -1.6863 2.7317 2.3019
H -3.7899 1.4730 2.7562
H -5.0189 0.4831 0.8246
H -2.2364 1.8149 -1.8418
H 3.9237 -2.2254 -0.1500
H 6.2679 -2.4615 -1.0267
H 7.1734 1.4625 0.3946
H 4.8221 1.6795 1.2580
H 0.2034 -0.4824 2.0786
H -2.1271 -1.2596 2.2299

Properties
Spin multiplicity: 1
Frontier orbital gap (Eh): 0.3121
Structure (SMILES): CCOc1ccc(N(CC(=O)NCc2cccnc2)S(=O)(=O)c2ccc(F)cc2)cc1
Max |F| (eV/A): 1.1
Charge: 0
HOMO (eV): -8.097
Molecular weight (g mol⁻¹): 443.500
E_tot (hartree): -1814.8279

***

Record 3
Entry from OMol25: a molecular structure, C22H22FeN4O5P (ωB97M-V with the def2-TZVPD basis set).

Atoms and positions in Å:
Fe 0.2359 0.3526 -1.3426
O -3.3607 -1.7780 -0.1686
C -2.3811 -1.0525 -0.1191
O -1.6233 -0.7411 -1.0847
C -2.0162 -0.4080 1.2537
P -0.5430 -1.0662 2.1910
C -0.5192 -2.8538 1.7380
C -0.7072 -3.3601 0.4558
C -0.7417 -4.7269 0.2415
C -0.5591 -5.6061 1.2967
C -0.3418 -5.1127 2.5726
C -0.3306 -3.7466 2.7892
C 0.8610 -0.4230 1.1781
C 1.0307 0.9721 1.1678
C 2.1715 1.5481 0.6205
C 3.1674 0.7440 0.0808
C 3.0154 -0.6345 0.0931
C 1.8843 -1.2154 0.6474
H -2.8828 -0.5135 1.9137
H -1.8280 0.6604 1.0972
H -0.8476 -2.6906 -0.3761
H -0.9218 -5.1056 -0.7570
H -0.5803 -6.6727 1.1194
H -0.2061 -5.7983 3.3989
H -0.1712 -3.3545 3.7846
H 0.2991 1.6003 1.6645
H 2.2936 2.6229 0.6590
H 4.0512 1.1930 -0.3468
H 3.7886 -1.2648 -0.3168
H 1.8057 -2.2913 0.6841
N 1.4572 -3.0498 -2.4024
N 0.8676 -1.7689 -2.6374
H 1.2910 -3.6917 -3.1800
H 1.0378 -3.4487 -1.5685
H -0.0317 -1.8244 -3.1208
H 1.5219 -1.2296 -3.2003
O 3.7220 1.8710 -3.3165
N 2.5076 1.8324 -3.2552
O 1.7902 2.7390 -3.6432
O 1.9577 0.8010 -2.7648
C -1.0463 2.2576 -1.8498
C -1.1979 3.1016 -0.7515
C -2.3833 3.1097 0.0422
C -2.5307 3.9650 1.0960
C -1.4932 4.8459 1.4604
C -0.3070 4.8479 0.6983
C -0.1729 4.0200 -0.3770
C -1.6430 5.7083 2.5475
N -1.7693 6.4264 3.4416
H -0.2872 2.5038 -2.5847
H -1.9151 1.7170 -2.2069
H -3.1838 2.4328 -0.2257
H -3.4493 3.9841 1.6669
H 0.4930 5.5214 0.9774
H 0.7219 4.0509 -0.9816

Properties
Spin multiplicity: 5
Frontier orbital gap (spin up / spin down) (Eh): 0.2449 / 0.2518
Max |F| (eV/A): 2.2
Charge: -1
HOMO (spin up / spin down) (eV): -4.187 / -4.379
<S²>: 6.012
Molecular weight (g mol⁻¹): 509.260
E_tot (hartree): -3051.7824

***

Record 4
Entry from OMol25: a single C22H22N2O3S molecule (ωB97M-V with the def2-TZVPD basis set).

Atoms and positions in Å:
C 2.9022 2.6922 1.9615
C 1.8166 2.4381 0.9846
C 0.5141 2.0356 1.1259
N -0.0578 1.9598 -0.1140
C 0.8840 2.2953 -0.9496
C 0.7722 2.3396 -2.3900
C 1.8857 2.6190 -3.1803
C 1.7653 2.6420 -4.5564
C 0.5414 2.3878 -5.1545
C -0.5684 2.1100 -4.3711
C -0.4584 2.0858 -2.9951
H -1.3098 1.8771 -2.3672
H -1.5221 1.9130 -4.8384
H 0.4523 2.4061 -6.2308
H 2.6295 2.8578 -5.1673
H 2.8367 2.8088 -2.7072
O 2.0420 2.6085 -0.3374
C -0.2520 1.6988 2.3369
H -1.2828 1.4822 2.0656
H -0.2212 2.4992 3.0765
S 0.3659 0.2190 3.3063
O 1.3813 0.7579 4.2129
C 1.3694 -0.6868 2.0198
C 0.9202 -0.7013 0.5744
O 1.7138 -0.4175 -0.3065
N -0.3486 -1.0643 0.3130
C -0.8200 -1.0859 -1.0549
C -1.0213 -2.5324 -1.4936
C -1.8705 -3.2727 -0.4988
C -2.5233 -4.4445 -0.8643
C -3.2941 -5.1427 0.0449
C -3.4233 -4.6724 1.3417
C -2.7776 -3.5097 1.7155
C -1.9988 -2.8050 0.8053
C -1.3281 -1.5277 1.2607
H -0.8730 -1.6969 2.2367
H -2.1059 -0.7579 1.3832
H -2.8739 -3.1387 2.7261
H -4.0235 -5.2115 2.0589
H -3.7950 -6.0507 -0.2555
H -2.4215 -4.8065 -1.8773
H -0.0449 -3.0217 -1.5645
H -1.4806 -2.5654 -2.4828
H -1.7648 -0.5361 -1.1022
H -0.0804 -0.5809 -1.6764
H 2.3638 -0.2430 2.0636
H 1.4311 -1.7089 2.4004
H 3.8037 2.1600 1.6612
H 2.5993 2.3586 2.9507
H 3.1384 3.7560 1.9986

Properties
Spin multiplicity: 1
Frontier orbital gap (Eh): 0.3160
Max |F| (eV/A): 1.3
Charge: 0
HOMO (eV): -8.034
Molecular weight (g mol⁻¹): 394.496
E_tot (hartree): -1584.9694

***

Copy entry 1 word for word.
Entry from OMol25: a molecular structure, C22H22ClN4O7Tm (ωB97M-V with the def2-TZVPD basis set).

Atoms and positions in Å:
Tm 0.6205 -0.0201 0.3277
O -0.4630 -0.8390 4.5617
C -0.7319 -0.2697 3.5018
O 0.1137 -0.0243 2.5713
C -2.1430 0.2746 3.2973
C -2.1045 1.8017 3.0966
C -3.4999 2.3973 3.3533
C -4.2403 1.9824 2.0542
C -3.1320 1.2061 1.3230
O -1.9654 1.9523 1.6866
C -2.9377 -0.1531 2.0153
C -2.3009 -1.2364 1.1377
O -2.6690 -2.3970 1.3066
O -1.4572 -0.8282 0.2655
H -2.7024 0.0179 4.1970
H -1.2768 2.3015 3.5966
H -3.4378 3.4831 3.4414
H -3.9594 2.0040 4.2616
H -4.5430 2.8557 1.4751
H -5.1227 1.3674 2.2392
H -3.1963 1.1660 0.2396
H -3.8987 -0.5692 2.3227
N 2.3516 -1.4189 1.9914
N 3.6831 -1.0408 1.7667
C 3.8998 0.0667 0.9206
O 5.0285 0.5681 0.9330
O 2.9090 0.4036 0.1920
H 1.9392 -1.0305 2.8336
H 2.2692 -2.4249 1.9709
H 4.3002 -1.0291 2.5650
C 2.2318 2.7798 -4.8807
C 2.8511 2.6130 -3.6498
C 2.4378 1.6080 -2.7830
C 1.4124 0.7671 -3.1787
C 0.7867 0.9157 -4.4052
C 1.1941 1.9318 -5.2550
N 1.0489 -0.2879 -2.2589
N 0.9845 -1.3834 -2.8350
C 0.7606 -2.5158 -1.9758
C 0.5860 -3.7095 -2.6743
C 0.3824 -4.8761 -1.9589
C 0.3750 -4.8008 -0.5655
C 0.5815 -3.5903 0.0817
C 0.7862 -2.3750 -0.5926
H 2.5551 3.5698 -5.5489
H 3.6573 3.2716 -3.3505
H 2.9031 1.4520 -1.8151
H -0.0200 0.2448 -4.6681
H 0.6969 2.0664 -6.2088
H 0.6253 -3.7061 -3.7586
H 0.2274 -5.8213 -2.4665
H 0.1864 -5.6985 0.0165
H 0.5374 -3.5974 1.1697
Cl -0.9779 2.1862 -1.3705
C 0.4954 2.3898 -0.2062
H 0.1261 3.1099 0.5269
H 1.2355 2.8887 -0.8333

Properties
Spin multiplicity: 3
Frontier orbital gap (spin up / spin down) (Eh): 0.2531 / 0.2536
Max |F| (eV/A): 1.1
Charge: -2
HOMO (spin up / spin down) (eV): -2.054 / -2.067
<S²>: 2.002
Molecular weight (g mol⁻¹): 658.826
E_tot (hartree): -3142.8175

***

Question: The highest E_tot belongs to which entry?
Answer: C22H22N2O3S

***

Question: The lowest molecular weight belongs to which entry?
Answer: C22H22N2O3S